Below is a structure of composition C38H39AsB2CaN12OS2, with properties calculated with ωB97M-V with the def2-TZVPD basis set.

Last column: Löwdin spin population.
Cartesian coordinates (Å):
C  -1.039  -0.697  4.678  0.00
H  3.938  0.121  -0.120  0.00
H  1.066  5.683  3.380  0.00
C  3.040  4.492  -2.171  0.00
C  -1.260  -0.060  3.459  0.00
N  0.097  -3.070  0.893  0.00
H  -4.623  1.256  0.915  0.00
S  -0.915  2.281  -1.419  0.31
C  -0.896  -3.111  -1.019  0.00
H  -1.451  2.906  1.277  0.00
C  -0.508  -4.273  0.792  0.00
C  -1.039  5.911  3.674  0.00
C  2.203  4.447  0.078  0.00
C  -1.152  -4.346  -0.422  0.00
H  5.891  4.158  3.828  0.00
C  3.225  5.864  -2.068  0.00
C  2.526  3.778  -1.098  0.00
H  3.565  -2.637  3.149  0.00
H  -1.447  -0.453  5.643  0.00
H  -1.985  0.199  -3.715  0.00
H  3.629  6.419  -2.905  0.00
H  3.044  7.598  -0.814  0.00
C  2.386  5.822  0.185  0.00
C  -0.615  5.310  -2.281  0.01
N  -5.064  1.107  -1.119  0.02
H  0.236  -2.514  4.982  0.00
N  1.421  -3.897  2.820  0.00
H  -5.514  -0.204  0.456  0.00
C  2.898  6.529  -0.893  0.00
H  3.295  3.976  -3.087  0.00
N  -2.087  2.478  -3.934  0.01
C  4.356  -1.187  1.649  0.00
N  2.351  -0.982  0.659  0.00
C  2.757  3.274  2.924  0.00
H  1.728  -5.891  5.246  0.00
C  -5.163  1.698  -3.225  0.02
C  4.563  2.935  4.987  0.00
C  0.080  5.316  3.115  0.00
C  -5.868  1.693  -2.064  0.03
N  1.170  -4.250  4.103  0.00
C  1.785  -5.403  4.287  0.00
H  -3.437  3.951  2.303  0.00
C  -2.451  4.335  2.527  0.00
C  -1.440  3.013  -2.891  0.03
H  0.106  5.899  -2.845  0.00
N  2.244  -1.852  1.698  0.00
C  3.442  -1.982  2.304  0.00
B  -2.751  1.059  -4.030  0.00
S  -2.616  -0.060  -0.938  0.47
H  -2.787  3.257  -5.797  0.00
H  -1.862  0.808  3.239  0.00
Ca  0.207  -0.017  0.314  0.00
H  -6.347  1.366  0.485  0.00
C  3.311  2.336  5.060  0.00
H  1.429  2.028  4.083  0.00
H  2.132  6.351  1.096  0.00
C  4.010  3.867  2.843  0.00
C  -1.750  4.615  -4.400  0.01
H  -3.177  5.881  3.824  0.00
H  5.401  -1.072  1.871  0.00
C  -2.289  3.470  -4.869  0.00
H  2.361  2.711  -1.171  0.00
C  3.615  -0.585  0.630  0.00
H  -3.218  0.952  -5.131  0.00
H  -1.674  5.598  -4.829  0.00
N  -0.598  -0.664  2.479  0.00
C  -5.408  0.863  0.272  0.00
H  2.499  -4.723  1.184  0.00
O  1.121  1.889  0.944  0.00
H  -0.434  -4.996  1.585  0.00
C  -0.190  -1.741  4.370  0.00
H  5.270  2.802  5.796  0.00
B  0.943  -2.622  2.132  0.00
H  -6.863  2.030  -1.836  0.00
H  -1.715  -5.173  -0.815  0.00
H  -1.220  -2.734  -1.976  0.00
N  -3.950  1.108  -2.998  0.03
H  4.289  4.451  1.974  0.00
C  -1.333  3.739  1.959  0.00
C  2.454  -5.825  3.121  0.00
C  -0.071  4.233  2.253  0.00
H  -1.383  5.963  -1.867  0.00
H  -0.103  4.799  -1.472  0.01
C  -2.305  5.419  3.381  0.00
C  2.402  2.505  4.029  0.00
H  -0.924  6.750  4.348  0.00
C  2.196  -4.834  2.213  0.00
C  -3.898  0.754  -1.706  0.02
H  3.044  1.735  5.919  0.00
H  3.033  -6.719  2.968  0.00
C  4.913  3.698  3.884  0.00
H  -5.440  2.064  -4.198  0.00
N  -1.224  4.324  -3.159  0.01
N  0.067  -1.709  3.049  0.00
As  1.485  3.403  1.509  0.00
N  -0.157  -2.341  -0.231  0.00

Values from the calculation:
Relative energy (zero: lowest compared OMol25 entry of this formula, charge and spin), kJ/mol: 92.47
Highest occupied orbital energy (spin up / spin down), eV: -10.34 / -10.48
DFT total energy, Ha: -5963.32293
Multiplicity: 2
Total charge: +1
Frontier orbital gap (spin up / spin down), eV: 8.54 / 5.98


Below is a structure of composition C38H39AsN4O2Si2Zn, with properties calculated with ωB97M-V with the def2-TZVPD basis set.

Last column: Löwdin charge in e.
Cartesian coordinates (Å):
N  2.955  0.175  -1.881  0.10
C  -3.308  2.606  -2.012  -0.02
H  -4.196  0.824  -2.803  0.11
C  -5.087  2.506  2.065  -0.11
H  0.301  -6.011  -0.588  0.00
C  2.101  0.753  2.236  -0.11
H  2.804  1.037  1.460  0.08
C  0.042  -4.617  -3.397  -0.25
H  1.128  -4.709  -3.464  0.01
C  -1.654  -3.981  1.094  -0.21
C  -4.753  1.284  1.500  -0.04
O  -4.054  -1.034  0.156  -0.02
C  2.045  0.709  5.960  -0.22
C  -1.019  4.905  -0.246  -0.12
C  2.510  0.896  3.553  -0.06
H  0.986  -4.322  3.065  0.02
Si  0.191  -3.874  0.745  0.16
H  -1.978  3.828  2.332  0.10
C  -2.161  3.162  -1.410  -0.18
C  -0.008  -0.068  2.950  -0.15
C  -3.318  1.293  -2.381  -0.04
H  -1.398  1.635  1.373  0.08
N  -1.088  1.008  -1.579  0.10
H  0.678  -1.930  -4.525  0.01
C  0.213  2.822  -0.681  -0.22
N  2.372  0.832  7.058  0.10
H  -1.007  5.892  0.206  0.09
C  -3.423  0.961  1.243  -0.12
H  -5.510  0.558  1.234  0.10
C  0.130  4.096  -0.113  -0.03
C  2.564  2.262  -0.740  -0.24
H  -2.495  -4.155  -1.844  0.01
H  -0.312  -0.193  5.079  0.11
C  -2.435  1.885  1.558  -0.03
H  0.625  -2.596  2.854  0.00
C  5.713  0.428  -1.735  -0.05
C  4.892  1.446  -1.206  -0.18
C  -2.310  -3.170  -2.280  -0.23
C  -1.038  2.323  -1.251  -0.16
H  -0.333  -5.467  -2.822  0.00
C  -4.091  3.430  2.367  -0.11
C  0.754  -5.640  0.333  -0.25
N  1.247  1.946  -0.775  0.05
H  -2.190  -0.548  -2.300  0.08
H  -0.998  -0.457  2.733  0.08
H  0.929  4.478  0.492  0.07
C  5.150  -0.665  -2.326  -0.08
O  -1.872  -0.690  0.490  -0.13
C  -2.178  0.517  -2.114  -0.13
H  5.754  -1.463  -2.739  0.09
H  2.588  4.257  0.064  0.06
H  0.492  -6.328  1.145  0.01
H  -4.189  3.227  -2.134  0.11
H  -2.112  -2.989  1.067  0.01
H  -1.067  -1.628  -4.615  0.02
H  -2.853  -3.116  -3.229  0.02
C  1.056  -3.477  2.372  -0.24
C  5.438  2.633  -0.658  -0.10
H  -3.005  5.121  -1.014  0.10
H  -2.158  -4.597  0.346  0.01
H  -0.378  -4.685  -4.407  0.01
Si  -0.464  -2.972  -2.582  0.15
H  1.839  -5.660  0.198  0.01
H  6.513  2.755  -0.591  0.09
C  3.746  -0.738  -2.383  -0.19
C  3.488  1.260  -1.280  -0.16
C  -2.131  4.489  -0.912  -0.09
H  -1.824  -4.427  2.079  0.02
C  4.575  3.605  -0.249  -0.12
H  -4.350  4.391  2.798  0.09
C  -0.208  -1.672  -3.938  -0.25
H  3.261  -1.595  -2.838  0.07
H  6.791  0.538  -1.669  0.10
Zn  0.270  -0.138  -0.072  0.46
H  -0.045  -0.676  -3.519  0.00
C  0.367  0.073  4.277  -0.06
C  1.640  0.557  4.587  -0.27
H  -2.730  -2.442  -1.582  0.00
C  3.178  3.440  -0.293  -0.04
H  2.112  -3.261  2.192  0.02
C  -3.092  -0.379  0.588  -0.64
C  -2.764  3.117  2.110  -0.08
C  0.834  0.271  1.877  -0.19
H  4.968  4.535  0.151  0.09
H  3.499  1.272  3.790  0.10
As  0.976  -2.411  -0.866  0.72
H  -6.126  2.745  2.266  0.08

Values from the calculation:
Relative energy (zero: lowest compared OMol25 entry of this formula, charge and spin), kJ/mol: 51.40
Highest occupied orbital energy, eV: -1.71
DFT total energy, Ha: -6435.24770
Total charge: -2
Frontier orbital gap, eV: 6.22